No. 1
A single CH3N5O2 molecule in a non-equilibrium geometry, computed with the ωB97M-V functional and the def2-TZVPD basis.

Summary:
E_LUMO: 0.59 eV
SMILES string: O/N=c1/[nH]nnn1O
HOMO-LUMO gap: 9.3 eV
charge: 0
multiplicity: 1
E_HOMO: -8.72 eV

Each line ends with the natural charge from an NBO analysis.
Atoms and positions in Å:
C 0.2665 0.0458 -0.5329  0.416
H 2.4190 -0.2853 0.6437  0.452
H -1.1061 0.4310 -2.3358  0.434
H 0.2083 0.2830 1.9829  0.456
N 1.3209 0.6621 -0.7328  -0.214
N -0.9497 0.1917 -1.3085  -0.501
N -2.0913 0.0934 -0.4390  0.035
N -1.6987 -0.4282 0.5601  -0.046
N -0.2526 -0.5889 0.5444  -0.028
O 2.4920 0.5400 -0.0225  -0.525
O 0.3306 -0.5667 1.5896  -0.477

---

No. 2
A 2-piece molecular cluster, C6H14NO3PS2 overall in a non-equilibrium geometry, computed with the ωB97M-V functional and the def2-TZVPD basis.

Summary:
E_LUMO: 0.58 eV
SMILES string: COC(=O)NP(S)S.C/C=C\OC
HOMO-LUMO gap: 9.4 eV
charge: 0
multiplicity: 1
E_HOMO: -8.81 eV

Each line ends with the natural charge from an NBO analysis.
Atoms and positions in Å:
C -0.9961 0.0202 -2.3335  0.897
C 3.0728 -1.0080 1.4193  -0.638
C -0.2961 -0.6456 -4.5196  -0.273
C -0.6982 -0.7977 3.2542  -0.255
C 2.4111 0.3156 1.9040  -0.219
C 1.1443 0.4501 2.2944  0.080
N -0.9046 -0.1991 -0.9805  -0.963
O -1.6645 0.8385 -2.8642  -0.617
O -0.1845 -0.8460 -3.0869  -0.545
O 0.3395 -0.7837 2.2652  -0.571
P -1.7415 0.8194 0.1667  0.763
S -1.0247 2.6895 -0.4842  -0.273
S -3.7751 0.6798 -0.6096  -0.336
H 2.7387 -1.1260 0.3870  0.221
H 2.5492 -1.7775 1.9504  0.234
H 4.0870 -0.9451 1.5325  0.217
H -1.1496 -0.1027 -4.8418  0.209
H -0.3434 -1.5986 -5.1482  0.198
H 0.5391 0.0399 -4.6630  0.191
H -1.0394 -1.7994 3.5043  0.198
H -1.5405 -0.1855 2.7752  0.176
H -0.4748 -0.2837 4.1145  0.169
H -0.2274 2.6177 0.6114  0.139
H 2.9502 1.2972 2.0103  0.210
H 0.6625 1.1933 2.7861  0.178
H -0.2858 -0.8916 -0.6329  0.432
H -4.1482 2.0292 -0.8111  0.176

---

No. 3
C30H32AsFN2PdSSi as an isolated structure, computed with the ωB97M-V functional and the def2-TZVPD basis.

Summary:
E_LUMO: 4.66 eV
HOMO-LUMO gap: 5.3 eV
charge: -2
multiplicity: 1
E_HOMO: -0.68 eV

Each line ends with the natural charge from an NBO analysis.
Atoms and positions in Å:
Pd 0.7302 -0.3168 -0.0018  0.303
S -0.6164 -1.1744 2.3413  -0.459
C -0.0611 -2.7640 2.7629  -0.192
C -0.9274 -3.6961 3.3669  -0.250
C -0.4933 -4.9580 3.7350  -0.227
C 0.8329 -5.3318 3.5419  -0.291
C 1.7023 -4.4345 2.9325  -0.254
C 1.2741 -3.1789 2.5207  -0.284
As 2.3541 -1.9229 1.4737  0.898
C 1.4935 -2.3072 -0.2691  -0.417
C 0.6385 -3.4266 -0.4413  -0.160
C 0.1966 -3.8060 -1.6874  -0.258
C 0.5289 -3.0484 -2.8237  -0.274
C 1.3355 -1.9431 -2.6895  -0.184
C 1.8637 -1.5776 -1.4353  -0.324
C 3.9730 -3.0856 1.2416  -0.326
C 4.9722 -3.0206 2.2163  -0.177
C 6.2208 -3.5916 2.0177  -0.238
C 6.5056 -4.2398 0.8211  -0.251
C 5.5239 -4.3205 -0.1571  -0.219
C 4.2747 -3.7467 0.0518  -0.228
H -1.9554 -3.3987 3.5350  0.204
H -1.1935 -5.6618 4.1750  0.185
H 1.1783 -6.3126 3.8496  0.187
H 2.7351 -4.7236 2.7686  0.207
H 0.3454 -4.0138 0.4186  0.203
H -0.4037 -4.7040 -1.7892  0.185
H 0.1559 -3.3389 -3.8000  0.187
H 1.5914 -1.3411 -3.5539  0.210
H 2.6937 -0.8790 -1.4186  0.237
H 4.7511 -2.5134 3.1516  0.195
H 6.9814 -3.5201 2.7884  0.189
H 7.4873 -4.6675 0.6521  0.191
H 5.7358 -4.8290 -1.0917  0.196
H 3.5141 -3.8177 -0.7182  0.230
C 3.7304 1.9140 -4.3616  -1.122
Si 2.9665 2.2769 -2.6463  1.802
C 4.0490 1.3172 -1.4091  -1.130
C 3.4703 4.0899 -2.2687  -1.122
N 1.3634 1.8254 -2.4915  -1.128
C 0.2264 2.5168 -2.5426  0.153
C 0.0645 3.8140 -3.1244  -0.307
C -1.1227 4.5258 -3.1113  -0.231
C -2.2722 3.9900 -2.5478  -0.332
C -2.1921 2.6981 -2.0271  -0.301
C -1.0082 2.0009 -2.0357  0.390
F -1.0770 0.7406 -1.5170  -0.353
H 4.7970 1.6809 -4.2732  0.207
H 3.6302 2.7647 -5.0448  0.208
H 3.2418 1.0543 -4.8296  0.225
H 4.7878 1.9632 -0.9235  0.209
H 4.5894 0.4817 -1.8640  0.214
H 3.3951 0.9146 -0.6309  0.250
H 4.5422 4.2498 -2.4247  0.205
H 3.2411 4.3081 -1.2203  0.223
H 2.9317 4.8207 -2.8763  0.210
H 0.9332 4.2496 -3.5985  0.186
H -1.1518 5.5148 -3.5613  0.179
H -3.2015 4.5460 -2.5158  0.182
H -3.0596 2.2159 -1.5902  0.203
C -0.1798 2.2302 4.2387  -0.592
C 1.0758 1.7670 3.4912  -0.513
C 0.8243 1.7371 2.0577  0.341
N 0.6193 1.7189 0.9252  -0.378
H 0.0106 2.2861 5.3115  0.192
H -0.9857 1.5191 4.0579  0.242
H -0.4970 3.2106 3.8827  0.200
H 1.3431 0.7545 3.8012  0.272
H 1.9180 2.4345 3.6831  0.221

---

No. 4
A single C2H7NSi molecule in a non-equilibrium geometry, computed with the ωB97M-V functional and the def2-TZVPD basis.

Summary:
E_LUMO: 0.99 eV
SMILES string: C=N[SiH2]C
HOMO-LUMO gap: 9.7 eV
charge: 0
multiplicity: 1
E_HOMO: -8.67 eV

Each line ends with the natural charge from an NBO analysis.
Atoms and positions in Å:
C -1.4973 -1.3446 1.0162  -0.093
C 1.6250 0.9641 -0.2373  -1.041
N -1.3675 -0.1105 0.9159  -0.631
Si -0.1074 0.2644 -0.7773  1.165
H -1.9266 -1.6438 1.8980  0.139
H -1.3104 -2.1423 0.3389  0.127
H 2.3437 0.2459 -0.1611  0.229
H 1.8891 1.7400 -0.8293  0.237
H 1.5115 1.5630 0.6492  0.255
H -0.8742 1.3644 -1.1920  -0.202
H -0.2859 -0.9006 -1.6212  -0.186

---

No. 5
A 5-piece molecular cluster, C27H67N3O4P overall in a non-equilibrium geometry, computed with the ωB97M-V functional and the def2-TZVPD basis.

Summary:
E_LUMO: -6.76 eV
HOMO-LUMO gap: 10.2 eV
charge: +3
multiplicity: 1
E_HOMO: -16.93 eV

Each line ends with the Mulliken charge.
Atoms and positions in Å:
O 1.7439 -2.0767 1.2845  -1.180
H 0.9165 -2.3004 0.8609  -0.030
C 0.3060 0.3099 5.1761  -1.155
C -0.0251 -0.5278 3.9703  0.648
O -0.8255 -0.2699 3.1467  -0.441
N 0.8159 -1.7839 3.8549  0.318
H 1.0966 -1.9456 2.8460  -0.065
H 1.6784 -1.6176 4.3716  0.452
C 0.0654 -3.0179 4.3118  -0.764
H -0.1055 -0.1652 6.0701  0.361
H -0.1812 1.2791 5.1231  0.326
H 1.3914 0.4155 5.1960  0.383
H -0.3459 -2.8548 5.3016  0.354
H 0.7751 -3.8397 4.2728  0.355
H -0.7010 -3.2042 3.5650  0.340
C 5.3595 -4.9115 -0.6158  -0.926
C 4.1916 -4.5419 0.2654  0.469
O 3.2350 -5.2171 0.4005  -0.378
N 4.1589 -3.1115 0.7708  0.270
H 4.7351 -2.5154 0.1789  0.439
H 3.1663 -2.7074 0.7451  0.003
C 4.6632 -3.1289 2.1866  -0.764
H 5.9359 -5.6987 -0.1319  0.325
H 6.0420 -4.0578 -0.6573  0.309
H 4.9837 -5.1409 -1.6073  0.334
H 5.6178 -3.6469 2.2324  0.443
H 3.8984 -3.5819 2.8065  0.315
H 4.8365 -2.1059 2.5152  0.171
C 5.4050 3.7764 1.5733  -0.858
N 4.2821 2.8541 1.9770  -0.043
C 4.7316 1.9553 3.1109  -0.579
C 3.1114 3.7911 2.3575  -0.841
C 3.9415 2.0629 0.7460  -1.064
C 2.8109 1.0166 0.8140  0.637
O 2.9762 0.1670 1.9477  -0.272
H 5.5578 4.4638 2.3986  0.424
H 5.1459 4.2979 0.6546  0.387
H 6.2799 3.1736 1.3378  0.399
H 5.1945 2.6071 3.8437  0.404
H 5.4585 1.3033 2.6299  0.323
H 3.8816 1.3503 3.3981  0.127
H 2.3111 3.2224 2.8162  0.229
H 2.9171 4.2513 1.3970  0.452
H 3.5478 4.4581 3.0951  0.482
H 4.8549 1.6323 0.3353  0.487
H 3.6702 2.8091 -0.0045  0.387
H 2.8694 0.3883 -0.0814  0.353
H 1.8286 1.4959 0.7926  -0.413
H 2.5104 -0.6760 1.6550  0.108
C 0.8170 -1.3603 -4.6788  -1.283
C 0.4342 -1.3480 -3.1991  -0.969
C -0.1915 -0.1029 -2.5938  -0.144
C -1.5087 0.3486 -3.2431  -1.151
P -2.9265 0.8466 -2.2272  0.589
C -4.4373 1.2111 -3.1886  -0.742
C -4.8793 0.0355 -4.0501  -0.643
C -6.1953 0.2084 -4.7982  -0.522
C -6.4753 -0.8166 -5.9153  -1.338
C -3.2639 -0.4442 -0.9963  -0.574
C -4.3213 0.0846 0.0397  -0.731
C -4.6843 -0.9953 1.0694  -0.470
C -5.4206 -2.1575 0.4127  -1.173
C -2.5782 2.3908 -1.3910  -1.535
C -1.3750 2.3795 -0.4235  0.442
C -1.1692 3.7884 0.1285  -0.862
C -0.1826 3.8751 1.2949  -0.721
H -0.0085 -1.1036 -5.3398  0.332
H 1.0514 -2.4145 -4.8422  0.383
H 1.7078 -0.7743 -4.8919  0.348
H 1.3349 -1.5758 -2.6190  0.346
H -0.2846 -2.1394 -2.9460  0.423
H 0.5708 0.6827 -2.6526  0.408
H -0.3514 -0.3315 -1.5348  0.025
H -1.9427 -0.4652 -3.8412  0.688
H -1.2922 1.0979 -4.0097  0.496
H -4.2281 2.0908 -3.8009  0.630
H -5.1712 1.4669 -2.4219  0.568
H -4.9412 -0.8779 -3.4485  0.258
H -4.0916 -0.1686 -4.7857  0.292
H -6.3101 1.1770 -5.2896  0.372
H -7.0234 0.0891 -4.0941  0.362
H -5.7276 -0.7326 -6.7034  0.356
H -7.4800 -0.6337 -6.2866  0.394
H -6.4558 -1.8378 -5.5286  0.334
H -2.3283 -0.4623 -0.4197  0.157
H -3.4565 -1.4716 -1.2853  0.817
H -5.1889 0.4919 -0.4837  0.472
H -3.8667 0.9406 0.5409  0.244
H -5.3031 -0.5652 1.8540  0.388
H -3.7066 -1.2659 1.4753  0.148
H -5.6709 -2.9713 1.0962  0.405
H -4.9816 -2.5736 -0.4910  0.301
H -6.4288 -1.8205 0.1478  0.310
H -3.4113 2.6828 -0.7537  0.606
H -2.3941 3.0802 -2.2188  0.611
H -0.4854 1.9790 -0.9164  -0.064
H -1.5790 1.7124 0.4222  -0.023
H -2.1335 4.1979 0.4438  0.464
H -0.8984 4.4572 -0.6940  0.420
H 0.7152 3.3094 1.0581  -0.377
H -0.6471 3.4531 2.1913  0.365
H 0.0508 4.8967 1.5950  0.524

---

No. 6
A single C5H5N molecule in a non-equilibrium geometry, computed with the ωB97M-V functional and the def2-TZVPD basis.

Summary:
E_LUMO (spin up / spin down): -0.68 / -0.08 eV
SMILES string: C1=CCC=CN=1
HOMO-LUMO gap (spin up / spin down): 7.5 / 7.7 eV
charge: 0
multiplicity: 1
E_HOMO (spin up / spin down): -8.21 / -7.81 eV

Each line ends with the natural charge from an NBO analysis.
Atoms and positions in Å:
C -0.4580 0.8690 0.2046  -0.512
C -1.3432 -0.1072 -0.4735  -0.244
C -0.8949 -1.4038 -0.3325  0.255
N 0.2826 -1.7679 -0.0298  -0.428
C 1.3004 -0.7828 -0.1484  -0.034
C 0.9877 0.5031 0.0860  -0.201
H -0.6995 1.9375 0.1563  0.243
H -2.3479 0.2068 -0.6911  0.219
H -0.9067 0.4368 1.1168  0.271
H 2.3200 -1.1387 -0.1741  0.207
H 1.7596 1.2472 0.2858  0.225

---

Here are the calculated relative energy (zero: lowest compared OMol25 entry of this formula, charge and spin) numbers, same order: 313.2; 150.3; 63.9; 142.7; 0.0; 431.2 (kJ/mol).